Record 1
{
  "formula": "C41H35ClN2Si2Ti",
  "method": "ωB97M-V/def2-TZVPD",
  "relative_energy_kj_mol": 0.0,
  "e_lumo_ev": [-3.754, -3.834],
  "molar_mass_g_mol": 695.2,
  "spin_multiplicity": 2,
  "total_charge": 1,
  "symbols": ["Ti", "Cl", "Si", "Si", "N", "N", "C", "C", "C", "C", "C", "C", "C", "C", "C", "C", "C", "C", "C", "C", "C", "C", "C", "C", "C", "C", "C", "C", "C", "C", "C", "C", "C", "C", "C", "C", "C", "C", "C", "C", "C", "C", "C", "C", "C", "C", "C", "H", "H", "H", "H", "H", "H", "H", "H", "H", "H", "H", "H", "H", "H", "H", "H", "H", "H", "H", "H", "H", "H", "H", "H", "H", "H", "H", "H", "H", "H", "H", "H", "H", "H", "H"],
  "positions_angstrom": [[-0.2834, -0.1549, 0.1420], [-3.4636, -4.0597, 2.3856], [-1.3792, -2.5060, 1.0048], [-3.9350, -5.9612, 2.9996], [-1.3019, 1.4453, 0.9678], [1.2269, 0.4943, 1.4109], [-0.3906, 1.1965, -1.6709], [-0.8179, 3.4981, 2.1544], [-2.7170, -7.3634, 2.8998], [0.9822, 0.9394, -1.3634], [-1.0094, -9.6250, 2.8968], [-0.9793, -8.7136, 1.8422], [-0.4570, 2.1864, 1.7621], [-0.0449, -3.7836, 1.2330], [3.1918, 2.0818, 2.5588], [-6.1494, -5.3339, 1.3536], [1.7663, -5.9211, 1.4184], [-1.9329, -9.4496, 3.9311], [-2.7606, -8.3243, 3.9386], [-4.3109, -3.3082, -2.5496], [1.8641, 2.5371, 2.5400], [-2.4503, -4.0152, -1.1813], [-1.8432, -7.6040, 1.8335], [-0.1312, -4.7033, 2.2859], [-5.3917, -7.6213, 1.2044], [0.8773, 1.6975, 1.9742], [1.9450, -4.9571, 0.4361], [-6.2591, -7.8284, 0.1268], [-7.0520, -6.7863, -0.3532], [1.2021, -0.4716, -1.4854], [-2.0954, 3.9618, 1.8102], [-3.7122, -2.0447, -0.5894], [-4.5341, -2.2286, -1.6994], [-2.5027, 1.9357, 0.5933], [-7.0067, -5.5417, 0.2745], [-0.0381, -1.0828, -1.8774], [0.1894, 4.3111, 2.7714], [3.5194, 0.8540, 1.9907], [1.0481, -3.8917, 0.3415], [-3.2828, -4.2160, -2.2846], [2.5113, 0.0677, 1.4345], [-1.0293, -0.0462, -1.9693], [-2.9376, 3.1832, 1.0257], [-2.6060, -2.8860, -0.3623], [-5.3046, -6.3593, 1.8086], [0.7415, -5.7920, 2.3589], [1.4707, 3.8605, 2.9517], [2.8028, -5.0104, -0.2446], [-2.0602, -0.1836, -2.2652], [2.4585, -6.7648, 1.4913], [-3.1127, 1.2854, -0.0488], [-6.2964, -8.8078, -0.3483], [2.1527, -0.9813, -1.3737], [-7.7073, -6.9414, -1.2122], [1.2227, -3.1395, -0.4256], [4.5343, 0.4787, 1.9745], [-2.3735, 4.9594, 2.1438], [-0.2601, -8.8525, 1.0320], [0.6348, -6.5249, 3.1585], [-1.6640, -4.7384, -0.9661], [-6.1179, -4.3372, 1.7936], [-0.8871, -4.5811, 3.0573], [-0.0973, 5.3350, 3.0554], [2.2440, 4.5020, 3.3799], [-3.9287, -1.2301, 0.1004], [-0.3137, -10.4665, 2.9222], [-7.6305, -4.7177, -0.0821], [-0.1941, -2.1236, -2.1116], [1.7341, 1.6939, -1.1840], [-4.9322, -3.4393, -3.4354], [-3.1072, -5.0611, -2.9476], [-5.3371, -1.5159, -1.9075], [3.9399, 2.7308, 3.0009], [-3.4574, -8.1847, 4.7699], [2.7029, -0.9216, 1.0097], [-1.9551, -1.8519, 2.2474], [-1.7973, -6.9123, 0.9922], [-0.8382, 2.1804, -1.7601], [-4.7502, -8.4385, 1.5333], [-4.3383, -5.7871, 4.4239], [-3.9276, 3.5145, 0.7344], [-1.9902, -10.1834, 4.7411]],
  "atomic_forces_ev_per_a": [[-0.4562, -1.1180, 1.7648], [0.2737, 0.0058, 0.3901], [0.8969, 2.1440, -0.4551], [-0.9196, -0.7658, 0.3063], [-0.3317, 0.3640, 0.4020], [0.0958, -0.2753, 0.4042], [0.7203, -0.4769, -1.0227], [0.3133, -0.6896, -0.1907], [0.5158, -0.4608, 0.3116], [-0.5277, -0.3032, -1.1610], [-0.1789, 0.1588, 0.0282], [-0.1921, 0.2580, 0.0266], [-0.4574, 0.3060, -0.6239], [0.2884, -0.2588, 0.1901], [-0.0785, -0.1087, -0.1214], [-0.1851, -0.1460, -0.4325], [0.0287, -0.3259, 0.4210], [0.0024, 0.1190, -0.0179], [0.0686, 0.1472, -0.0961], [0.1097, -0.1230, -0.2645], [-0.5250, -0.1506, -0.2117], [-0.0329, 0.2855, -0.2525], [0.3308, -0.3553, 0.0439], [0.3351, -0.4282, -0.0982], [-0.2060, 0.2131, -0.3396], [0.6758, 0.0160, -0.3698], [0.0583, 0.3709, -0.1490], [0.0191, 0.0109, 0.0836], [0.0532, -0.0643, 0.1239], [-0.7603, 0.4236, -0.8799], [0.0705, 0.0105, -0.0516], [0.3586, -0.0969, -0.3224], [0.0178, 0.0493, 0.1337], [0.5676, -0.2346, 0.5839], [-0.0209, 0.0622, 0.1163], [0.0781, 0.5572, -0.3380], [0.6875, 0.3890, 0.4895], [-0.3370, -0.0164, 0.1584], [-0.1815, -0.2853, 0.2665], [-0.0147, 0.2774, 0.1989], [-0.5547, 0.5836, 0.3908], [1.1578, 0.1151, -0.5057], [-0.0008, -0.0584, 0.1426], [-0.5888, -0.3652, 0.3584], [-0.2735, 0.0017, -0.1695], [0.2448, 0.3470, -0.0499], [-0.6211, 0.3177, 0.0939], [-0.4115, -0.0460, 0.2368], [0.0274, -0.0729, 0.1515], [-0.2429, 0.2810, -0.0622], [0.2922, 0.3805, 0.2849], [-0.0174, 0.2188, 0.0880], [-0.1949, 0.0703, 0.1286], [0.1942, 0.0127, 0.2608], [-0.2290, -0.1203, 0.0448], [-0.0208, 0.1189, 0.0777], [-0.1230, -0.1817, -0.1564], [-0.2741, 0.0703, 0.1895], [0.0331, 0.1919, -0.2092], [-0.0445, 0.1733, -0.0805], [0.0625, -0.2772, -0.0280], [0.0357, -0.0999, -0.2269], [0.2760, -0.5457, -0.0854], [-0.3416, -0.1051, -0.1016], [0.0933, -0.0048, -0.0584], [-0.2693, 0.2279, -0.0730], [0.1812, -0.3092, 0.0974], [-0.0698, 0.0073, 0.0698], [-0.0538, -0.0691, 0.2339], [0.1114, 0.0022, 0.2441], [-0.1397, 0.1206, 0.1705], [0.1738, -0.3353, 0.1088], [0.0819, -0.1594, -0.0948], [0.2296, -0.0325, -0.2067], [-0.0362, 0.4100, 0.1297], [0.0282, -0.5764, -0.3796], [-0.0162, -0.0995, 0.1727], [0.0217, -0.2005, 0.2774], [-0.1353, 0.1911, -0.0477], [0.0959, -0.1033, -0.2433], [0.1498, 0.0999, 0.0615], [0.0075, 0.3357, -0.2797]]
}

=====

Record 2
{
  "formula": "C41H35FN6O5Se2Te2V",
  "method": "ωB97M-V/def2-TZVPD",
  "relative_energy_kj_mol": 0.0,
  "e_lumo_ev": [3.100, 2.085],
  "molar_mass_g_mol": 1174.8,
  "spin_multiplicity": 4,
  "total_charge": -2,
  "symbols": ["Te", "Te", "Se", "Se", "V", "F", "O", "O", "O", "O", "O", "N", "N", "N", "N", "N", "N", "C", "C", "C", "C", "C", "C", "C", "C", "C", "C", "C", "C", "C", "C", "C", "C", "C", "C", "C", "C", "C", "C", "C", "C", "C", "C", "C", "C", "C", "C", "C", "C", "C", "C", "C", "C", "C", "C", "C", "C", "C", "H", "H", "H", "H", "H", "H", "H", "H", "H", "H", "H", "H", "H", "H", "H", "H", "H", "H", "H", "H", "H", "H", "H", "H", "H", "H", "H", "H", "H", "H", "H", "H", "H", "H", "H"],
  "positions_angstrom": [[-0.1969, -4.3256, 1.8142], [-0.2382, -2.3340, 5.0766], [-0.7639, -1.9659, 1.2944], [-0.2692, -0.6748, 3.3364], [0.9243, -1.0731, -0.3462], [-6.5407, -0.7498, -6.0007], [-0.2127, 2.0512, -1.2019], [1.1217, 0.5524, 0.8628], [-0.4035, -0.1580, -1.4722], [-2.5935, -0.9988, -3.0788], [2.4944, -0.3112, -1.3441], [-3.3439, 3.0185, -3.5242], [0.8329, -2.6748, -1.6238], [-7.0375, 2.0708, -6.4623], [6.2560, -9.8151, -1.5674], [2.3683, -2.0884, 0.7329], [-6.8967, 2.8677, -9.2168], [1.3278, 2.7418, 1.6315], [-0.0775, -2.8527, -2.5713], [-4.1518, 2.0933, -4.1955], [3.5050, -5.2435, -0.9696], [-3.8036, 5.3319, -4.7131], [-7.6721, 1.2932, -7.5052], [-6.0218, 1.5726, -5.6971], [3.3152, -6.2960, -0.0758], [-8.0703, 2.1822, -8.6781], [4.8336, 2.2882, -2.1054], [2.7886, 1.8140, -0.2550], [-1.9818, 1.2563, -2.5502], [3.9841, -2.5221, 2.2573], [2.7280, -3.9878, -0.7843], [-2.7744, 0.2109, -3.1879], [4.9229, -7.6144, -1.2799], [-3.8743, 0.7292, -4.0266], [-7.5430, 4.6118, -6.4226], [-4.7984, 5.2212, -3.5782], [1.6976, -3.7614, -1.6802], [3.0993, 0.8142, -1.2241], [-5.1928, 2.4846, -5.0329], [4.1562, 1.1025, -2.1358], [4.5117, 3.2801, -1.1603], [1.2691, -4.6308, -2.7268], [2.9056, -1.6965, 1.8829], [-5.7331, 0.2089, -5.4653], [-7.8187, 3.2680, -5.9021], [3.5049, 3.0283, -0.2671], [0.1557, -4.0548, -3.2841], [5.1156, -6.5652, -2.1761], [5.6618, -8.8386, -1.4400], [-3.5080, 4.4627, -3.5285], [4.4050, -5.3884, -2.0196], [4.0158, -7.4775, -0.2291], [-0.7815, 1.0602, -1.6627], [1.7328, 1.6210, 0.7116], [3.0675, -3.2066, 0.3238], [-4.6950, -0.1955, -4.6824], [4.0885, -3.4803, 1.2699], [-2.3273, 2.5542, -2.7599], [-8.8489, 2.8823, -8.3491], [-7.2020, 3.5677, -9.8844], [4.5817, -2.4200, 3.1486], [-4.0643, 4.8783, -5.6572], [-0.8696, -2.1283, -2.7161], [0.5455, 2.3760, 2.2907], [5.8210, -6.6797, -2.9885], [-2.7781, 4.8799, -2.8514], [-8.8686, 2.9993, -6.0709], [5.0429, 4.2224, -1.1430], [-8.1394, 5.0032, -7.2390], [3.2476, 3.7911, 0.4558], [-4.5023, -1.2479, -4.5213], [3.8666, -8.2989, 0.4593], [4.7947, -4.2940, 1.2172], [2.6038, -6.1663, 0.7311], [5.6253, 2.4675, -2.8243], [-5.4142, 3.5169, -5.2318], [-1.7245, 3.3057, -2.2701], [1.7301, -5.5678, -2.9970], [2.5040, -0.8477, 2.4179], [-6.9695, 0.5450, -7.8650], [-5.7269, 4.7066, -3.7730], [-3.2214, 6.2395, -4.8028], [4.5441, -4.5675, -2.7112], [-0.4489, -4.4328, -4.0927], [2.1699, 3.0996, 2.2252], [-8.5073, 1.5369, -9.4471], [-7.6495, 3.1769, -4.8198], [-4.8902, 6.0555, -2.8956], [-6.5158, 3.4061, -8.4350], [0.9425, 3.5691, 1.0344], [-8.5723, 0.7682, -7.1479], [-6.5835, 5.0860, -6.2333], [4.3864, 0.3357, -2.8644]],
  "atomic_forces_ev_per_a": [[-0.1667, 0.1218, 0.0511], [0.0471, 0.0832, -0.1031], [-0.6457, -0.6190, 0.4305], [-0.0639, -0.0559, 0.1582], [1.0551, 1.0200, -0.9975], [0.0093, 0.0191, -0.0025], [0.0321, -0.0145, 0.0476], [-0.0040, 0.0594, 0.0801], [0.0488, -0.2269, 0.2618], [0.0306, -0.0350, 0.0026], [-0.4117, -0.2612, 0.1609], [0.1360, 0.0041, 0.1356], [-0.1008, -0.2223, -0.2056], [-0.0227, -0.6259, 0.2077], [0.0051, -0.0092, -0.0031], [0.0331, -0.1145, 0.0042], [0.0147, -0.1019, 0.0244], [0.0203, 0.0115, -0.0074], [0.0452, 0.1745, 0.1091], [-0.0818, -0.0383, -0.0658], [0.0178, -0.0403, 0.0328], [0.0190, -0.0305, -0.0077], [-0.0035, 0.0448, -0.0170], [-0.0588, 0.1698, -0.1634], [-0.0148, 0.0348, -0.0081], [0.0123, 0.0318, -0.0062], [-0.0226, 0.0350, 0.0455], [0.0252, 0.0144, -0.0740], [-0.0526, -0.0715, -0.0083], [-0.0842, 0.0490, 0.0040], [-0.1421, -0.0098, -0.2080], [-0.0296, 0.0986, -0.0207], [-0.0212, 0.0317, -0.0016], [0.0970, -0.0356, 0.0626], [-0.1782, 0.1812, 0.2044], [0.0102, 0.0069, 0.0367], [0.1273, -0.0831, 0.1526], [-0.0031, 0.0770, 0.0295], [-0.0530, 0.0327, 0.0828], [0.0124, -0.0497, -0.0081], [0.0291, -0.0288, -0.0467], [-0.1297, 0.0517, -0.0809], [0.1489, 0.0442, 0.1008], [0.1122, -0.0604, -0.0549], [0.0407, 0.4488, -0.0941], [-0.0252, 0.0145, 0.0599], [0.0931, -0.1765, -0.0318], [0.0588, -0.0629, -0.0303], [-0.0238, 0.0407, 0.0115], [-0.0315, 0.0069, -0.0019], [-0.0211, 0.0519, -0.0010], [0.0227, -0.0600, 0.0106], [-0.0451, 0.1301, -0.0891], [-0.0729, 0.0544, 0.0210], [0.1985, -0.0426, 0.2558], [-0.0311, 0.0013, -0.0144], [-0.0629, 0.0065, -0.0986], [-0.0595, 0.0506, -0.0924], [-0.0020, -0.0243, 0.0046], [0.0023, -0.0115, -0.0127], [0.0098, -0.0041, 0.0014], [-0.0417, -0.0163, 0.0048], [-0.0113, -0.0211, 0.0041], [-0.0093, 0.0010, -0.0009], [-0.0044, 0.0077, 0.0007], [-0.0021, 0.0161, 0.0139], [0.0114, -0.0193, 0.0239], [0.0006, -0.0024, -0.0036], [0.1026, -0.0403, -0.1158], [0.0038, -0.0005, -0.0080], [-0.0149, -0.0037, -0.0051], [-0.0036, 0.0052, -0.0003], [-0.0027, 0.0056, 0.0053], [0.0083, -0.0057, 0.0044], [-0.0001, 0.0035, 0.0005], [0.0659, -0.0429, -0.0209], [0.0073, 0.0094, 0.0136], [0.0085, 0.0049, 0.0052], [0.0546, -0.0303, -0.0506], [-0.0062, -0.0421, -0.0511], [0.0085, 0.0483, -0.0056], [0.0066, -0.0028, 0.0019], [0.0006, -0.0036, 0.0004], [-0.0021, 0.0114, 0.0011], [-0.0013, -0.0021, -0.0016], [0.0027, 0.0089, -0.0384], [0.0118, -0.0894, -0.0192], [-0.0011, 0.0027, -0.0020], [-0.0467, 0.0855, 0.0007], [-0.0066, -0.0095, -0.0054], [0.0163, 0.0038, 0.0355], [-0.0003, 0.0265, -0.0197], [-0.0039, 0.0045, -0.0009]]
}

=====

no.,calculated total energy (eV),maximum force (eV/A)
1,-97454.3544,2.37
2,-235950.5755,1.77